# 1
This record from the Open Molecules 2025 dataset describes a cluster of 3 separate species, C6H18O3 in total. The level of theory is wB97M-V/def2-TZVPD.

The geometry in XYZ format:
```
27
Properties=species:S:1:pos:R:3:forces:R:3
H -2.7025 0.5484 3.9199 -0.05 -0.05 0.05
H 2.9869 -1.1067 -5.8705 -0.06 -0.05 0.00
H 2.2594 0.1844 2.0284 0.12 -0.05 0.03
H 3.4741 0.5306 -2.9378 -0.10 0.19 -0.19
H 2.2176 -1.4116 1.2095 0.14 0.05 0.02
O -0.5268 -1.3713 1.0960 0.18 0.17 0.17
H 1.6017 -1.6892 -3.9006 0.04 -0.09 0.11
H 2.5213 -0.4942 -1.8973 -0.16 -0.02 -0.06
H 3.3686 -1.8242 -3.8099 0.03 0.03 0.00
H -4.7337 1.1562 1.1439 0.08 -0.11 0.03
H -2.0940 1.9556 2.4730 0.02 0.01 -0.07
O 2.6189 -0.4877 -5.2356 0.13 -0.08 0.31
H 0.4853 -1.5477 2.8988 0.04 0.05 -0.03
H -1.3684 -1.5709 1.5170 -0.04 -0.04 0.03
H -0.0864 0.0783 2.5379 -0.05 0.01 -0.14
C -2.7733 1.2009 2.0671 0.13 -0.32 0.38
H 1.6715 0.5813 -3.0194 0.12 0.23 0.04
H -3.6663 2.4342 0.5651 -0.03 0.03 0.04
C 0.3473 -0.8229 2.0871 -0.10 -0.17 0.18
H -4.4321 2.5661 2.1586 -0.01 -0.01 0.00
O -3.1735 0.3020 3.1214 0.04 0.17 -0.13
C 1.6683 -0.4960 1.4211 -0.53 -0.12 -0.27
H -2.2087 0.6028 1.3487 -0.08 0.17 -0.21
C -3.9738 1.8742 1.4515 -0.06 0.10 -0.15
C 2.5517 -0.0456 -2.8945 0.05 -0.38 0.31
H 1.4283 -0.0209 0.4673 0.20 0.11 0.04
C 2.5385 -1.1262 -3.9468 -0.08 0.16 -0.51
```
Forces are in eV/Å.

## Properties
Energy: -12655.4380 eV
Energy above the lowest of the compared OMol25 structures with the same formula, charge and spin: 81.64 kJ/mol
Structure (SMILES): CCO.CCO.CCO
F_max: 0.61 eV Å⁻¹
Orbital gap: 10.997 eV

# 2
This record from the Open Molecules 2025 dataset describes a structure of composition C22H43N2P3SZr in a non-equilibrium geometry. The level of theory is wB97M-V/def2-TZVPD.

The geometry in XYZ format:
```
72
Properties=species:S:1:pos:R:3:forces:R:3
H 2.0344 0.9301 2.2078 0.04 -0.08 0.38
C 1.1516 -3.3721 -1.3637 -0.43 0.16 -0.43
H 3.5942 -2.9188 0.1259 -0.17 0.21 -0.03
S -0.6185 2.3086 -0.4046 0.37 -0.74 -0.73
C -2.8182 -1.2531 -1.4810 -1.05 -1.01 0.01
H -4.3623 -2.0735 -2.7271 0.13 0.01 0.28
P 1.2939 -2.1914 0.0375 1.77 -2.03 0.26
H 3.8978 3.8552 0.5982 -0.29 0.22 0.06
H 1.7499 -4.3334 1.0492 -0.11 0.37 0.09
H -1.7558 -2.3915 1.4722 -0.31 -0.08 -0.39
C -3.7970 -2.1702 -1.7990 0.75 1.35 -0.52
C -4.0541 -3.2324 -0.9082 -1.85 -2.14 -0.39
H 0.0844 -0.8661 -4.6883 0.00 -0.01 0.26
H -5.1789 -4.9320 -0.5620 -0.08 -0.02 -0.02
Zr -0.3597 -0.0852 0.0416 -2.33 -0.61 0.57
H 1.7113 0.7353 3.9668 -0.01 -0.21 -0.34
H 0.1018 -3.4810 -1.6579 0.16 -0.07 -0.05
C 2.4421 -0.1815 -2.8629 0.04 0.03 0.15
C -2.3472 -2.3840 0.5507 -1.03 -0.95 -0.30
H -1.1547 -1.3720 -3.4788 0.42 -0.04 -0.28
H 0.9858 0.7240 -1.0926 -0.87 0.48 -0.60
C 1.1379 4.3464 2.5534 -0.36 0.57 -0.43
P 0.6625 -0.0164 -2.5720 1.59 0.73 -1.57
H 2.6131 0.2252 -3.8670 0.22 -0.27 0.16
C 1.9354 3.1136 0.1463 -0.39 -0.11 0.27
C -1.7658 4.4056 -1.0893 -0.42 -0.14 -0.21
H -5.5323 -4.1211 -2.0454 -0.16 -0.04 -0.12
H 1.4951 -3.1065 2.3239 -0.11 -0.12 -0.24
C -1.0786 1.1854 3.6733 -0.62 0.62 -0.45
H 0.8307 4.7577 3.5136 0.17 0.24 -0.29
H 3.1161 5.1908 2.5827 -0.06 -0.52 -0.07
C 2.8541 3.8265 0.9139 0.09 0.17 -0.29
H 2.1891 2.6366 -0.8090 0.17 0.21 0.47
H 3.3697 -1.4143 1.0525 0.01 -0.10 -0.23
H 0.3665 -1.6925 4.3520 -0.31 0.18 -0.16
H 0.0968 -3.8031 1.4361 0.29 -0.05 0.05
H 3.0037 0.4076 -2.1263 0.00 -0.13 -0.31
C -0.0777 -1.2625 -3.6735 -0.56 -0.84 0.37
C 0.1752 3.7459 1.7481 0.32 -0.96 -0.26
C 0.2295 1.5000 -3.4748 -0.31 0.25 0.54
C 3.1066 -1.9341 0.1226 0.04 0.44 0.04
H 2.1452 -0.7018 2.9651 -0.21 0.46 0.04
H -0.5090 -2.4460 2.9993 0.07 0.18 0.40
H -1.8803 1.6266 3.0657 0.06 0.03 0.34
C -0.4587 -1.5560 3.6365 -0.37 -0.50 -0.37
H 0.4240 -2.2311 -3.5662 -0.26 0.33 -0.12
H -2.5710 -0.3890 -2.1024 -0.33 -0.28 0.03
H 0.8144 1.4495 -4.4014 -0.20 0.08 0.09
H 0.4786 2.4042 -2.9054 0.01 -0.22 -0.30
H 1.5065 -4.3544 -1.0264 0.01 0.34 -0.08
C -3.3143 -3.3373 0.2927 1.25 0.84 0.83
H -0.5462 5.7468 0.0056 0.14 -0.08 -0.15
P -0.1851 -0.0284 2.6485 1.09 -0.38 2.51
H -2.5053 4.3208 -0.2922 0.03 0.08 -0.20
H -1.5384 0.6601 4.5205 0.21 0.19 -0.22
N -4.9976 -4.1668 -1.1948 1.51 1.45 0.47
H 2.7369 -1.2354 -2.8078 0.10 0.33 -0.15
C 1.6080 0.2638 2.9760 0.12 0.05 -0.51
C 2.4355 4.5142 2.0581 0.14 -0.30 0.39
H -0.0370 5.4704 -1.7657 -0.06 -0.10 0.21
H -3.4943 -4.1443 1.0062 0.01 0.28 -0.24
H -2.0344 3.9876 -2.0692 0.13 0.26 0.47
N -2.0931 -1.3695 -0.3307 1.26 1.29 0.02
H 3.4793 -1.3540 -0.7276 0.00 -0.14 0.28
C 1.1394 -3.4702 1.3522 -0.42 0.22 0.46
C 0.6020 3.0760 0.5871 0.61 0.71 0.47
H -1.4114 -1.4636 4.1737 0.28 -0.10 -0.11
H 1.7492 -3.0686 -2.2290 -0.12 -0.09 0.21
H -0.8439 1.4994 -3.7070 0.26 0.11 -0.02
C -0.6982 5.2242 -0.9348 -0.32 0.44 -0.18
H -0.4335 1.9977 4.0330 -0.07 -0.34 -0.17
H -0.8955 3.7693 1.9557 0.35 -0.04 0.35
```
Forces are in eV/Å.

## Properties
Net charge: +4
Energy: -66431.8440 eV
F_max: 2.86 eV Å⁻¹
Orbital gap (alpha / beta): 4.489 / 4.490 eV